1.
C6H8N | ωB97M-V with the def2-TZVPD basis set

Values from the calculation:
Energy relative to the best compared isomer or geometry (same formula, charge and spin) = 659.7 kJ/mol
Charge = +1
HOMO-LUMO gap = 9.316 eV
LUMO energy = -5.5 eV
F_max = 3.5 eV Å⁻¹
Calculated total energy = -7828.8510 eV
Molar mass = 94.1 g/mol
Spin multiplicity = 1

Positions of all 15 atoms, in Å:
C 1.633 0.729 -0.113
C 1.592 1.075 1.123
C 1.250 0.202 -1.406
C 0.298 1.166 -0.700
C -0.891 0.871 0.059
C -0.659 -1.528 0.794
N -1.150 -0.166 0.805
H 1.849 0.525 -2.271
H 0.290 2.084 -1.105
H -1.694 1.608 0.230
H -0.388 -1.797 1.867
H -1.398 -2.345 0.404
H 0.308 -1.453 0.325
H 0.897 -0.846 -1.457
H -1.937 -0.125 1.444

=====

2.
C12H27InN3O2P2 | ωB97M-V with the def2-TZVPD basis set

Values from the calculation:
⟨S²⟩ = 0.78
Charge = +2
HOMO-LUMO gap (alpha / beta) = 8.874 / 5.568 eV
LUMO energy (alpha / beta) = -5.7 / -9.0 eV
F_max = 2.4 eV Å⁻¹
Calculated total energy = -45181.0508 eV
Molar mass = 422.1 g/mol
Spin multiplicity = 2

Positions of all 47 atoms, in Å:
In -0.050 -0.416 -0.328
P 1.070 -2.507 0.600
P -1.419 -0.638 -2.444
N 1.218 0.600 1.314
N -0.275 1.773 -0.668
H 1.696 2.577 1.997
H -0.013 3.632 0.366
H -0.004 2.132 2.140
C 0.885 2.025 1.499
H 1.472 2.983 -0.324
C 0.520 2.688 0.160
H 2.910 0.324 2.485
H -1.110 3.123 -2.016
C 2.168 -0.100 1.785
C -0.964 2.060 -1.753
H 2.544 -2.125 2.438
C 2.411 -1.584 1.487
H 3.344 -1.687 0.911
H -0.420 -1.310 -3.228
H -2.567 -1.439 -2.089
H 1.561 -3.248 -0.525
H 0.249 -3.288 1.500
O 1.705 -0.676 -1.462
C 2.592 0.372 -1.773
C 3.991 -0.196 -1.696
C 2.209 0.906 -3.132
H 2.512 1.182 -1.020
H 4.239 -0.442 -0.661
H 4.035 -1.120 -2.283
H 4.740 0.503 -2.073
H 1.181 1.273 -3.134
H 2.867 1.717 -3.450
H 2.270 0.081 -3.848
C -1.560 1.104 -2.623
H -2.185 1.520 -3.414
C -3.673 0.143 2.915
N -3.561 -0.999 2.020
C -4.536 -2.080 2.003
C -2.516 -1.036 1.204
O -1.654 -0.092 1.214
H -4.577 0.003 3.512
H -3.719 1.069 2.325
H -2.777 0.202 3.549
H -5.000 -2.188 1.012
H -4.063 -3.049 2.223
H -5.312 -1.879 2.747
H -2.433 -1.895 0.541

=====

3.
C10H32O6 | ωB97M-V with the def2-TZVPD basis set

Values from the calculation:
⟨S²⟩ = 0.75
Energy relative to the best compared isomer or geometry (same formula, charge and spin) = 16.9 kJ/mol
Charge = +1
HOMO-LUMO gap (alpha / beta) = 9.803 / 3.030 eV
LUMO energy (alpha / beta) = -2.7 / -9.4 eV
F_max = 2.8 eV Å⁻¹
Calculated total energy = -23162.7656 eV
Molar mass = 248.4 g/mol
Spin multiplicity = 2

Positions of all 48 atoms, in Å:
C 0.541 -4.675 -1.664
C 0.090 -3.441 -0.912
O 1.123 -2.491 -1.160
H -0.061 -5.545 -1.402
H 1.532 -4.882 -1.261
H 0.638 -4.494 -2.734
H 0.014 -3.515 0.173
H -0.869 -3.008 -1.196
H 0.960 -1.688 -0.661
C 3.051 0.732 -1.534
C 3.294 2.252 -1.850
O 4.632 2.572 -2.234
H 3.617 0.396 -0.665
H 3.207 0.051 -2.370
H 2.006 0.601 -1.253
H 3.050 2.892 -1.003
H 2.669 2.499 -2.708
H 4.854 2.142 -3.063
C -1.519 1.365 -1.880
C -1.226 2.881 -2.018
O -1.317 3.576 -0.707
H -1.469 0.854 -2.841
H -2.529 1.111 -1.560
H -0.802 0.880 -1.218
H -1.829 3.333 -2.805
H -0.200 3.064 -2.339
H -0.906 4.441 -0.776
C 1.688 1.514 3.728
C 0.458 2.064 3.047
O -0.556 1.081 3.159
H 2.381 2.341 3.886
H 2.201 0.694 3.227
H 1.394 1.127 4.704
H 0.635 2.339 2.007
H 0.130 2.967 3.561
H -1.330 1.424 2.705
C -3.203 -2.747 1.520
C -3.621 -1.384 0.983
O -2.551 -0.591 0.623
H -3.994 -3.496 1.559
H -2.666 -2.725 2.469
H -2.515 -3.215 0.816
H -4.217 -0.901 1.757
H -4.128 -1.583 0.039
H -2.674 0.341 0.817
O 0.289 -0.583 0.831
H -0.656 -0.717 0.765
H 0.385 0.151 1.438

=====

4.
CH3Br2OP | ωB97M-V with the def2-TZVPD basis set

Values from the calculation:
Energy relative to the best compared isomer or geometry (same formula, charge and spin) = 103.4 kJ/mol
Charge = 0
HOMO-LUMO gap = 9.902 eV
LUMO energy = 0.3 eV
F_max = 1.9 eV Å⁻¹
SMILES string = COP(Br)Br
Calculated total energy = -152507.7789 eV
Molar mass = 221.8 g/mol
Spin multiplicity = 1

Positions of all 8 atoms, in Å:
C -0.765 0.544 -0.939
O 0.485 0.170 -0.165
P 0.534 -1.191 0.755
Br 2.758 -1.174 0.844
Br 0.067 -0.454 2.783
H -0.678 1.624 -0.633
H -1.723 0.029 -0.587
H -0.678 0.451 -2.058

=====

5.
CHF2N | ωB97M-V with the def2-TZVPD basis set

Values from the calculation:
Energy relative to the best compared isomer or geometry (same formula, charge and spin) = 284.5 kJ/mol
Charge = 0
HOMO-LUMO gap = 11.775 eV
LUMO energy = 0.9 eV
F_max = 4.7 eV Å⁻¹
SMILES string = F/C=N/F
Calculated total energy = -7975.0181 eV
Molar mass = 65.0 g/mol
Spin multiplicity = 1

Positions of all 5 atoms, in Å:
F -1.074 -1.144 -0.031
C -0.391 -0.079 0.064
N 0.924 -0.336 -0.056
F 1.688 0.773 -0.027
H -1.148 0.786 0.050

=====

6.
C5H7N | ωB97M-V with the def2-TZVPD basis set

Values from the calculation:
Energy relative to the best compared isomer or geometry (same formula, charge and spin) = 228.5 kJ/mol
Charge = 0
HOMO-LUMO gap = 9.400 eV
LUMO energy = 1.0 eV
F_max = 0.5 eV Å⁻¹
Calculated total energy = -6786.1447 eV
Molar mass = 81.1 g/mol
Spin multiplicity = 1

Positions of all 13 atoms, in Å:
C -0.375 -1.609 -0.048
C 0.537 0.179 -1.356
C 0.682 -0.477 0.013
C 0.295 0.567 1.032
C -0.190 1.606 0.357
N -0.043 1.332 -1.038
H -1.316 -1.228 -0.458
H -0.026 -2.411 -0.702
H -0.572 -2.012 0.948
H 1.661 -0.938 0.182
H 0.369 0.484 2.109
H -0.628 2.537 0.696
H -0.394 1.970 -1.739

=====

Question: What is the F_max in the first record?
Answer: 3.5 eV Å⁻¹